C60H149N11O12 | the ωB97M-V functional and the def2-TZVPD basis

## Properties
- Calculated total energy: -3880.380498 Ha
- LUMO level: 0.4 eV
- SMILES string: CC1(C)CCCC(C)(C)N1O.CC1(C)CCCC(C)(C)N1O.CC1(C)CCCC(C)(C)N1O.COC[C@H](C)N.COC[C@H](C)N.COC[C@H](C)N.COC[C@H](C)N.COC[C@H](C)N.COC[C@H](C)N.COC[C@H](C)N.COC[C@H](C)N.CO
- Frontier orbital gap: 8.164 eV
- F_max: 2.42 eV Å⁻¹

Each atom is followed by the atoms it is bonded to, with distances in Å.
Cartesian coordinates (Å):
1 C 0.115 5.693 -3.772  C2 1.547, H12 1.089, H13 1.088, H14 1.093
2 C 0.045 4.465 -2.834  C1 1.547, C3 1.529, N7 1.489, C11 1.550
3 C -0.245 4.961 -1.417  C2 1.529, C4 1.523, H15 1.092, H16 1.094
4 C -0.783 3.898 -0.468  C3 1.523, C5 1.526, H17 1.090, H18 1.096
5 C -1.898 3.050 -1.073  C4 1.526, C6 1.546, H19 1.090, H20 1.096
6 C -1.605 2.544 -2.505  C5 1.546, N7 1.457, C9 1.542, C10 1.534
7 N -1.159 3.703 -3.268  C2 1.489, C6 1.457, O8 1.430
8 O -0.988 3.347 -4.642  N7 1.430, H30 0.963
9 C -0.681 1.310 -2.519  C6 1.542, H21 1.090, H22 1.096, H23 1.090
10 C -2.974 2.127 -3.055  C6 1.534, H24 1.095, H25 1.095, H26 1.091
11 C 1.425 3.762 -2.886  C2 1.550, H27 1.091, H28 1.085, H29 1.095
12 H -0.842 6.211 -3.727  C1 1.089
13 H 0.415 5.393 -4.774  C1 1.088
14 H 0.924 6.350 -3.441  C1 1.093
15 H 0.652 5.342 -0.924  C3 1.092
16 H -0.957 5.789 -1.472  C3 1.094
17 H -1.112 4.359 0.464  C4 1.090
18 H 0.014 3.216 -0.150  C4 1.096
19 H -2.878 3.529 -1.083  C5 1.090
20 H -1.973 2.154 -0.447  C5 1.096
21 H -0.055 1.330 -3.411  C9 1.090
22 H -0.046 1.228 -1.630  C9 1.096
23 H -1.203 0.354 -2.463  C9 1.090
24 H -3.611 1.553 -2.375  C10 1.095
25 H -3.547 3.048 -3.205  C10 1.095
26 H -2.940 1.523 -3.963  C10 1.091
27 H 2.109 4.167 -2.138  C11 1.091
28 H 1.811 3.752 -3.900  C11 1.085
29 H 1.263 2.764 -2.468  C11 1.095
30 H -1.706 3.829 -5.068  O8 0.963
31 C -2.387 0.491 3.005  C32 1.520, H42 1.092, H43 1.093, H44 1.095
32 C -2.809 1.487 4.074  C31 1.520, C33 1.539, N37 1.482, C41 1.545
33 C -3.580 2.604 3.349  C32 1.539, C34 1.538, H45 1.098, H46 1.093
34 C -4.453 3.464 4.279  C33 1.538, C35 1.508, H47 1.089, H48 1.093
35 C -5.350 2.546 5.071  C34 1.508, C36 1.541, H49 1.097, H50 1.095
36 C -4.640 1.457 5.898  C35 1.541, N37 1.466, C39 1.543, C40 1.527
37 N -3.764 0.766 4.947  C32 1.482, C36 1.466, O38 1.431
38 O -3.101 -0.312 5.614  N37 1.431, H60 0.963
39 C -3.853 2.121 7.047  C36 1.543, H51 1.086, H52 1.092, H53 1.096
40 C -5.721 0.493 6.383  C36 1.527, H54 1.089, H55 1.092, H56 1.089
41 C -1.537 2.085 4.717  C32 1.545, H57 1.087, H58 1.097, H59 1.088
42 H -1.783 0.988 2.242  C31 1.092
43 H -3.194 -0.016 2.469  C31 1.093
44 H -1.805 -0.352 3.391  C31 1.095
45 H -2.912 3.375 2.943  C33 1.098
46 H -4.173 2.273 2.493  C33 1.093
47 H -5.027 4.136 3.644  C34 1.089
48 H -3.746 3.980 4.934  C34 1.093
49 H -6.008 2.045 4.349  C35 1.097
50 H -6.045 3.101 5.709  C35 1.095
51 H -3.328 3.034 6.783  C39 1.086
52 H -4.434 2.289 7.957  C39 1.092
53 H -3.105 1.401 7.396  C39 1.096
54 H -6.498 1.006 6.948  C40 1.089
55 H -6.207 0.050 5.512  C40 1.092
56 H -5.303 -0.326 6.968  C40 1.089
57 H -0.832 2.444 3.971  C41 1.087
58 H -1.065 1.250 5.247  C41 1.097
59 H -1.727 2.795 5.520  C41 1.088
60 H -3.300 -1.047 5.025  O38 0.963
61 C -2.336 -2.190 -4.238  C62 1.529, H72 1.095, H73 1.091, H74 1.097
62 C -3.652 -2.416 -4.983  C61 1.529, C63 1.540, N67 1.460, C71 1.524
63 C -3.478 -1.897 -6.422  C62 1.540, C64 1.552, H75 1.090, H76 1.095
64 C -2.741 -2.849 -7.402  C63 1.552, C65 1.520, H77 1.095, H78 1.089
65 C -3.472 -4.181 -7.380  C64 1.520, C66 1.544, H79 1.094, H80 1.093
66 C -3.583 -4.795 -5.968  C65 1.544, N67 1.457, C69 1.541, C70 1.564
67 N -4.145 -3.787 -5.077  C62 1.460, C66 1.457, O68 1.405
68 O -4.608 -4.290 -3.849  N67 1.405, H90 0.981
69 C -4.573 -5.975 -6.022  C66 1.541, H81 1.086, H82 1.095, H83 1.089
70 C -2.200 -5.351 -5.494  C66 1.564, H84 1.090, H85 1.087, H86 1.095
71 C -4.741 -1.530 -4.391  C62 1.524, H87 1.092, H88 1.091, H89 1.092
72 H -1.989 -1.177 -4.464  C61 1.095
73 H -1.461 -2.824 -4.392  C61 1.091
74 H -2.513 -2.160 -3.156  C61 1.097
75 H -4.374 -1.563 -6.945  C63 1.090
76 H -2.761 -1.069 -6.415  C63 1.095
77 H -1.721 -3.028 -7.046  C64 1.095
78 H -2.687 -2.440 -8.410  C64 1.089
79 H -2.987 -4.941 -8.000  C65 1.094
80 H -4.495 -4.046 -7.743  C65 1.093
81 H -5.041 -6.160 -5.059  C69 1.086
82 H -5.393 -5.715 -6.698  C69 1.095
83 H -4.147 -6.888 -6.437  C69 1.089
84 H -2.078 -6.366 -5.874  C70 1.090
85 H -1.328 -4.754 -5.749  C70 1.087
86 H -2.278 -5.465 -4.408  C70 1.095
87 H -4.895 -1.760 -3.335  C71 1.092
88 H -5.690 -1.710 -4.899  C71 1.091
89 H -4.562 -0.456 -4.475  C71 1.092
90 H -3.815 -4.370 -3.277  O68 0.981
91 C 1.968 -4.526 3.289  O92 1.401, H93 1.092, H94 1.099, H95 1.094
92 O 2.349 -3.325 3.904  C91 1.401, H96 0.985
93 H 2.564 -5.381 3.617  C91 1.092
94 H 0.963 -4.849 3.594  C91 1.099
95 H 2.031 -4.446 2.201  C91 1.094
96 H 1.848 -2.559 3.541  O92 0.985
97 C 3.408 -0.608 -3.217  C98 1.539, H103 1.094, H104 1.091, H105 1.085
98 C 2.351 -0.679 -4.333  C97 1.539, C99 1.534, N102 1.470, H106 1.098
99 C 2.404 0.446 -5.374  C98 1.534, O100 1.415, H107 1.096, H108 1.096
100 O 1.770 0.069 -6.582  C99 1.415, C101 1.409
101 C 0.366 0.176 -6.540  O100 1.409, H109 1.088, H110 1.098, H111 1.097
102 N 2.432 -2.024 -4.921  C98 1.470, H112 1.017, H113 1.020
103 H 3.195 0.286 -2.623  C97 1.094
104 H 4.364 -0.456 -3.719  C97 1.091
105 H 3.267 -1.450 -2.547  C97 1.085
106 H 1.352 -0.545 -3.896  C98 1.098
107 H 3.443 0.703 -5.606  C99 1.096
108 H 1.930 1.361 -4.999  C99 1.096
109 H -0.029 -0.127 -7.507  C101 1.088
110 H 0.002 1.197 -6.362  C101 1.098
111 H -0.098 -0.401 -5.730  C101 1.097
112 H 1.942 -2.031 -5.813  N102 1.017
113 H 3.411 -2.137 -5.183  N102 1.020
114 C 0.807 -5.299 -4.271  C115 1.506, H120 1.089, H121 1.093, H122 1.096
115 C 0.750 -4.820 -2.845  C114 1.506, C116 1.527, N119 1.468, H123 1.099
116 C 0.959 -5.945 -1.834  C115 1.527, O117 1.436, H124 1.093, H125 1.092
117 O -0.288 -6.646 -1.701  C116 1.436, C118 1.405
118 C -0.244 -7.566 -0.640  O117 1.405, H126 1.098, H127 1.093, H128 1.094
119 N 1.823 -3.844 -2.623  C115 1.468, H129 1.015, H130 1.027
120 H 1.711 -5.824 -4.573  C114 1.089
121 H 0.589 -4.506 -4.992  C114 1.093
122 H -0.069 -5.944 -4.405  C114 1.096
123 H -0.232 -4.358 -2.671  C115 1.099
124 H 1.198 -5.479 -0.875  C116 1.093
125 H 1.769 -6.581 -2.198  C116 1.092
126 H 0.082 -7.100 0.299  C118 1.098
127 H 0.351 -8.461 -0.832  C118 1.093
128 H -1.270 -7.874 -0.416  C118 1.094
129 H 1.571 -3.071 -2.017  N119 1.015
130 H 1.972 -3.352 -3.512  N119 1.027
131 C -4.103 -5.882 -0.164  C132 1.502, H137 1.092, H138 1.092, H139 1.093
132 C -3.877 -4.499 -0.706  C131 1.502, C133 1.541, N136 1.481, H140 1.093
133 C -3.635 -3.490 0.433  C132 1.541, O134 1.429, H141 1.092, H142 1.096
134 O -3.354 -2.214 -0.146  C133 1.429, C135 1.421
135 C -4.490 -1.362 -0.164  O134 1.421, H143 1.093, H144 1.090, H145 1.095
136 N -2.717 -4.504 -1.626  C132 1.481, H146 1.014, H147 1.014
137 H -4.199 -6.632 -0.952  C131 1.092
138 H -5.026 -5.952 0.417  C131 1.092
139 H -3.268 -6.202 0.465  C131 1.093
140 H -4.727 -4.073 -1.246  C132 1.093
141 H -2.833 -3.819 1.098  C133 1.092
142 H -4.556 -3.439 1.026  C133 1.096
143 H -4.656 -0.871 0.798  C135 1.093
144 H -5.375 -1.827 -0.599  C135 1.090
145 H -4.175 -0.557 -0.838  C135 1.095
146 H -2.413 -3.537 -1.646  N136 1.014
147 H -1.965 -5.137 -1.375  N136 1.014
148 C 5.534 -2.909 2.126  C149 1.529, H154 1.094, H155 1.092, H156 1.089
149 C 5.672 -2.230 3.490  C148 1.529, C150 1.523, N153 1.460, H157 1.095
150 C 7.057 -1.622 3.656  C149 1.523, O151 1.421, H158 1.098, H159 1.098
151 O 7.323 -0.615 2.688  C150 1.421, C152 1.398
152 C 8.667 -0.234 2.622  O151 1.398, H160 1.090, H161 1.097, H162 1.096
153 N 4.631 -1.260 3.815  C149 1.460, H163 1.016, H164 1.017
154 H 4.495 -3.209 1.960  C148 1.094
155 H 6.123 -3.827 2.106  C148 1.092
156 H 5.775 -2.264 1.282  C148 1.089
157 H 5.618 -3.008 4.259  C149 1.095
158 H 7.826 -2.403 3.589  C150 1.098
159 H 7.176 -1.221 4.671  C150 1.098
160 H 8.833 0.502 1.836  C152 1.090
161 H 9.315 -1.085 2.382  C152 1.097
162 H 9.011 0.201 3.568  C152 1.096
163 H 3.744 -1.666 3.530  N153 1.016
164 H 4.753 -0.444 3.221  N153 1.017
165 C 5.386 0.186 -0.562  C166 1.513, H171 1.086, H172 1.094, H173 1.094
166 C 5.236 1.411 0.315  C165 1.513, C167 1.532, N170 1.469, H174 1.099
167 C 4.051 2.274 -0.130  C166 1.532, O168 1.413, H175 1.092, H176 1.098
168 O 4.005 3.504 0.563  C167 1.413, C169 1.404
169 C 4.828 4.493 0.001  O168 1.404, H177 1.093, H178 1.092, H179 1.098
170 N 5.000 1.103 1.732  C166 1.469, H180 1.014, H181 1.013
171 H 5.657 0.386 -1.594  C165 1.086
172 H 4.475 -0.415 -0.485  C165 1.094
173 H 6.133 -0.462 -0.095  C165 1.094
174 H 6.141 2.030 0.249  C166 1.099
175 H 3.138 1.715 0.088  C167 1.092
176 H 4.001 2.427 -1.216  C167 1.098
177 H 5.856 4.178 -0.196  C169 1.093
178 H 4.881 5.362 0.659  C169 1.092
179 H 4.377 4.874 -0.924  C169 1.098
180 H 5.778 0.653 2.201  N170 1.014
181 H 4.769 1.983 2.178  N170 1.013
182 C 0.860 0.808 1.423  C183 1.533, H188 1.094, H189 1.091, H190 1.093
183 C 0.647 -0.693 1.655  C182 1.533, C184 1.525, N187 1.475, H191 1.093
184 C 1.366 -1.573 0.638  C183 1.525, O185 1.404, H192 1.101, H193 1.094
185 O 0.982 -1.292 -0.683  C184 1.404, C186 1.424
186 C -0.338 -1.713 -1.013  O185 1.424, H194 1.091, H195 1.089, H196 1.095
187 N 1.050 -1.015 3.037  C183 1.475, H197 1.017, H198 1.021
188 H 1.930 1.032 1.374  C182 1.094
189 H 0.455 1.428 2.224  C182 1.091
190 H 0.443 1.157 0.474  C182 1.093
191 H -0.422 -0.895 1.554  C183 1.093
192 H 1.109 -2.615 0.880  C184 1.101
193 H 2.453 -1.536 0.756  C184 1.094
194 H -0.326 -1.604 -2.098  C186 1.091
195 H -1.133 -1.122 -0.561  C186 1.089
196 H -0.461 -2.781 -0.808  C186 1.095
197 H 0.381 -0.440 3.544  N187 1.017
198 H 1.925 -0.519 3.210  N187 1.021
199 C -1.966 6.390 4.303  C200 1.514, H205 1.093, H206 1.096, H207 1.091
200 C -1.393 6.544 2.909  C199 1.514, C201 1.539, N204 1.459, H208 1.092
201 C -0.168 5.617 2.822  C200 1.539, O202 1.413, H209 1.099, H210 1.097
202 O 0.465 5.764 1.567  C201 1.413, C203 1.411
203 C 1.574 4.902 1.429  O202 1.411, H211 1.095, H212 1.091, H213 1.094
204 N -2.399 6.232 1.900  C200 1.459, H214 1.020, H215 1.018
205 H -1.277 6.672 5.103  C199 1.093
206 H -2.208 5.352 4.560  C199 1.096
207 H -2.879 6.969 4.441  C199 1.091
208 H -1.064 7.567 2.712  C200 1.092
209 H -0.543 4.596 2.980  C201 1.099
210 H 0.538 5.907 3.610  C201 1.097
211 H 1.461 3.944 1.947  C203 1.095
212 H 2.480 5.444 1.702  C203 1.091
213 H 1.667 4.580 0.387  C203 1.094
214 H -2.829 5.329 2.102  N204 1.020
215 H -1.919 6.030 1.025  N204 1.018
216 C 1.875 2.848 6.821  C217 1.520, H222 1.095, H223 1.091, H224 1.090
217 C 1.927 2.430 5.360  C216 1.520, C218 1.532, N221 1.457, H225 1.090
218 C 3.271 2.854 4.761  C217 1.532, O219 1.411, H226 1.098, H227 1.096
219 O 3.323 4.262 4.836  C218 1.411, C220 1.401
220 C 4.457 4.837 4.246  O219 1.401, H228 1.095, H229 1.089, H230 1.099
221 N 1.828 0.980 5.256  C217 1.457, H231 1.019, H232 1.013
222 H 0.884 2.611 7.223  C216 1.095
223 H 2.001 3.928 6.910  C216 1.091
224 H 2.576 2.286 7.437  C216 1.090
225 H 1.149 2.899 4.758  C217 1.090
226 H 3.269 2.567 3.702  C218 1.098
227 H 4.117 2.440 5.322  C218 1.096
228 H 5.343 4.552 4.823  C220 1.095
229 H 4.397 5.918 4.136  C220 1.089
230 H 4.559 4.482 3.211  C220 1.099
231 H 2.677 0.536 5.605  N221 1.019
232 H 1.140 0.444 5.772  N221 1.013